Model A:
18
Properties=species:S:1:pos:R:3 method="wB97M-V/def2-TZVPD" e_homo_ha=-0.4878 spin_multiplicity=1 total_charge=+1 orbital_gap_ev=8.75
C 2.058 3.129 0.710
C -0.409 0.443 0.240
C 0.310 -0.378 1.144
C -0.899 -2.280 -1.413
C -1.339 -2.175 0.067
N 1.080 2.985 -0.080
N -0.603 -1.021 0.537
H 2.986 3.480 0.467
H 1.952 2.918 1.737
H -1.144 1.268 0.498
H -0.103 0.685 -0.789
H 1.087 -0.577 1.922
H -1.505 -3.158 -1.743
H -1.354 -1.417 -1.984
H 0.086 -2.445 -1.419
H -0.996 -2.913 0.844
H -2.362 -1.751 0.318
H 1.155 3.205 -1.056

Model B:
18
Properties=species:S:1:pos:R:3 method="wB97M-V/def2-TZVPD" e_homo_ha=-0.5044 spin_multiplicity=1 total_charge=+1 orbital_gap_ev=10.16
C -0.116 0.591 -3.070
C 0.041 0.865 -1.872
C -1.388 -0.792 1.900
C 1.744 1.053 -0.349
C -0.036 -1.019 -0.027
N -1.249 -1.198 0.511
N 0.343 0.927 -0.498
H -0.234 0.670 -4.049
H -0.935 -1.534 2.490
H -0.763 0.025 2.091
H -2.354 -0.586 2.311
H 2.213 0.896 -1.371
H 1.937 2.182 -0.036
H 2.187 0.494 0.568
H 0.808 -1.103 0.588
H 0.151 -1.470 -1.080
H -1.971 -1.593 -0.084
H -0.272 1.684 -0.153

Quick one: least stable of them? model A